# 1
ORCA calculation (ωB97M-V with the def2-TZVPD basis set) on a cluster of 7 separate species, C47H41BrN8O12 in total.

```
! wB97M-V def2-TZVPD RIJCOSX def2/J DEFGRID3
* xyz 0 1
C -2.18873 2.54415 3.07177
C -2.71425 1.28858 3.76854
Br -4.66995 1.23379 3.71080
C -2.14329 0.00204 3.17270
C -0.78935 -0.31334 3.75349
C 0.36240 -0.38486 2.91730
N 1.55204 -0.68173 3.35275
C 1.64572 -0.89938 4.69546
C 2.89765 -1.22321 5.26090
C 3.01591 -1.43519 6.60397
C 1.88752 -1.33466 7.45107
C 0.66455 -1.03108 6.92538
C 0.51955 -0.81028 5.53850
N -0.71500 -0.52630 5.03796
H -1.19971 2.32805 2.67305
H -2.85164 2.85276 2.26573
H -2.10030 3.36739 3.78015
H -2.46392 1.34668 4.82403
H -2.09654 0.07473 2.08550
H -2.80856 -0.82845 3.41667
H 0.24734 -0.19256 1.85582
H 3.76994 -1.29621 4.62483
H 3.97738 -1.67510 7.03823
H 1.97912 -1.49491 8.51665
H -0.22069 -0.95168 7.54298
O 0.72016 3.76773 1.60998
N 0.62976 2.94289 0.71786
O -0.15099 2.00837 0.73968
C 1.50358 3.08346 -0.44837
C 2.39148 4.14475 -0.49743
C 3.22557 4.25839 -1.59657
C 3.16336 3.32338 -2.62165
C 2.26380 2.26624 -2.54692
C 1.42237 2.13850 -1.45516
H 2.43150 4.86569 0.30530
H 3.92880 5.07813 -1.65436
H 3.81328 3.41420 -3.47640
H 2.21505 1.53518 -3.34278
H 0.72370 1.32143 -1.39486
O 0.54241 -1.16589 -1.75777
N 1.16815 -1.37496 -0.73567
O 1.54721 -0.51035 0.02783
C 1.48903 -2.76714 -0.38818
C 1.10342 -3.78105 -1.24643
C 1.42213 -5.08779 -0.91382
C 2.11230 -5.35856 0.26169
C 2.48201 -4.32369 1.11197
C 2.17166 -3.01213 0.79031
H 0.56631 -3.55493 -2.15548
H 1.13756 -5.89815 -1.56909
H 2.36106 -6.38116 0.50997
H 3.01578 -4.53710 2.02791
H 2.45345 -2.19715 1.44285
O -10.25208 -2.84783 5.16633
N -9.35939 -2.02445 5.12407
O -9.52689 -0.82227 5.12778
C -7.97315 -2.52243 5.06285
C -7.75750 -3.88790 5.02540
C -6.45406 -4.35149 4.95270
C -5.39577 -3.45203 4.92162
C -5.63588 -2.08501 4.96614
C -6.93508 -1.61005 5.03696
H -8.59074 -4.57368 5.05110
H -6.26528 -5.41582 4.91848
H -4.37893 -3.81794 4.86074
H -4.81357 -1.38539 4.94355
H -7.13395 -0.54903 5.06996
O 1.94211 4.26230 -5.19891
N 3.02110 4.53362 -5.68258
O 4.01548 4.81860 -5.03848
C 3.13879 4.51899 -7.14990
C 2.01641 4.23115 -7.90431
C 2.12784 4.23515 -9.28517
C 3.34716 4.52120 -9.88528
C 4.46275 4.80115 -9.10693
C 4.36371 4.80245 -7.72510
H 1.07504 4.01098 -7.42369
H 1.26059 4.01705 -9.89282
H 3.42798 4.52746 -10.96416
H 5.41150 5.02189 -9.57611
H 5.22150 5.02106 -7.10721
O -4.84873 9.17920 -0.16792
N -4.69999 7.98741 -0.35125
O -5.46441 7.28457 -0.98083
C -3.50622 7.34972 0.23141
C -2.63454 8.12104 0.97780
C -1.52070 7.51253 1.53380
C -1.29333 6.15540 1.33950
C -2.18003 5.40382 0.57943
C -3.29849 5.99948 0.01863
H -2.82290 9.17434 1.12111
H -0.82867 8.09929 2.12250
H -0.42610 5.68397 1.77490
H -2.00054 4.34776 0.42443
H -3.99634 5.42531 -0.57210
O 1.16809 -8.08277 -2.32299
N 2.38397 -8.10671 -2.35343
O 3.09589 -8.03514 -1.37214
C 3.03512 -8.22209 -3.66764
C 2.24495 -8.26851 -4.80142
C 2.86462 -8.36039 -6.03702
C 4.25011 -8.40657 -6.12006
C 5.02326 -8.36491 -4.96710
C 4.41573 -8.27099 -3.72572
H 1.16896 -8.23290 -4.72120
H 2.26456 -8.39443 -6.93574
H 4.72949 -8.47464 -7.08757
H 6.10167 -8.40343 -5.03398
H 5.00373 -8.23555 -2.82106
*
```

## Properties
SMILES ... C[C@@H](Br)Cc1cnc2ccccc2n1.O=[N+]([O-])c1ccccc1.O=[N+]([O-])c1ccccc1.O=[N+]([O-])c1ccccc1.O=[N+]([O-])c1ccccc1.O=[N+]([O-])c1ccccc1.O=[N+]([O-])c1ccccc1
F_max ... 0.5 eV Å⁻¹
E_LUMO ... -0.91 eV

---

# 2
ORCA calculation (ωB97M-V with the def2-TZVPD basis set) on a structure of composition C47H42GeN2NiP2Se.

```
! wB97M-V def2-TZVPD RIJCOSX def2/J DEFGRID3
* xyz 1 2
Ni -0.12552 0.28132 1.19633
C 2.02780 3.06681 1.77525
N 1.58417 2.53071 0.46695
P 1.88632 0.80636 0.27128
C 3.55429 0.54749 0.91223
C 3.80230 -0.59976 1.65767
C 5.07723 -0.85543 2.14366
C 6.10481 0.03856 1.89991
C 5.86233 1.19674 1.17283
C 4.59462 1.45232 0.68172
C 1.99941 0.59586 -1.52139
C 3.10089 0.99065 -2.28294
C 3.07676 0.83796 -3.65791
C 1.96929 0.28985 -4.28511
C 0.87543 -0.12238 -3.54697
C 0.89445 0.02647 -2.16750
P -0.16539 2.49478 0.34794
C -0.54736 2.85808 -1.38003
C 0.35549 3.48370 -2.23166
C 0.00578 3.71943 -3.55209
C -1.24459 3.34077 -4.01932
C -2.14917 2.72239 -3.16821
C -1.79939 2.47383 -1.85220
C -0.76058 3.97188 1.22410
C -1.50178 3.83014 2.39026
C -1.98850 4.94828 3.05198
C -1.72438 6.21290 2.55505
C -0.97122 6.36440 1.39621
C -0.49694 5.25062 0.72981
H 3.11250 3.08379 1.81387
H 1.66141 2.47285 2.62308
H 1.66346 4.08410 1.88463
H 3.00001 -1.29576 1.86432
H 5.25966 -1.75345 2.71862
H 7.09714 -0.15897 2.28296
H 6.66183 1.90281 0.99295
H 4.41107 2.36484 0.12792
H 3.97706 1.40820 -1.81077
H 3.93299 1.14385 -4.24477
H 1.96447 0.17704 -5.36184
H 0.01162 -0.55623 -4.03282
H 0.04450 -0.28683 -1.57629
H 1.33882 3.75181 -1.86676
H 0.71211 4.19531 -4.21930
H -1.51420 3.52647 -5.05051
H -3.12506 2.42966 -3.53401
H -2.50200 1.97532 -1.19103
H -1.67473 2.84153 2.80019
H -2.56748 4.82964 3.95799
H -2.10192 7.08577 3.07001
H -0.76353 7.35336 1.01057
H 0.07202 5.37213 -0.18363
Se -1.58472 -0.22076 2.86783
C -3.34874 -0.10418 2.05603
C -4.22588 -1.17721 2.01497
C -5.45269 -1.00147 1.39174
N -5.85213 0.13692 0.84542
C -5.01692 1.16610 0.91919
C -3.76436 1.10316 1.50410
H -3.98279 -2.14183 2.43053
H -6.14691 -1.83240 1.33213
H -5.36296 2.09637 0.48092
H -3.13012 1.97718 1.50706
C -1.40915 -3.50453 3.11201
Ge -0.77415 -2.35844 1.66134
C 1.07818 -2.82958 1.34679
C 1.82646 -3.49532 2.31289
C 3.10570 -3.94503 2.01507
C 3.64138 -3.72983 0.75547
C 2.89637 -3.07604 -0.21580
C 1.62156 -2.62983 0.07982
C -1.70931 -2.43149 -0.05757
C -2.17518 -1.30763 -0.68863
C -2.80028 -1.36253 -1.94921
C -2.95296 -2.56223 -2.57649
C -2.47453 -3.75300 -1.98319
C -2.62062 -4.99875 -2.64136
C -2.15223 -6.14653 -2.07643
C -1.50901 -6.09919 -0.82445
C -1.35815 -4.91229 -0.16876
C -1.84128 -3.69747 -0.72084
H -1.31486 -4.55941 2.86133
H -2.43474 -3.29623 3.39450
H -0.78365 -3.29550 3.97993
H 1.42195 -3.67328 3.30169
H 3.68201 -4.46714 2.76810
H 4.63932 -4.08003 0.52688
H 3.30804 -2.91648 -1.20411
H 1.03803 -2.13943 -0.68982
H -2.08208 -0.33051 -0.21332
H -3.16565 -0.45291 -2.40677
H -3.44228 -2.62241 -3.54095
H -3.11268 -5.02152 -3.60512
H -2.26736 -7.09353 -2.58534
H -1.13188 -7.01215 -0.38389
H -0.84702 -4.90360 0.78301
*
```

## Properties
F_max ... 1.2 eV Å⁻¹
Energy relative to the best compared isomer or geometry (same formula, charge and spin) ... 15.2 kcal per mole
E_LUMO (spin up / spin down) ... -2.62 / -3.13 eV

---

# 3
ORCA calculation (ωB97M-V with the def2-TZVPD basis set) on a structure of composition C47H42N10O3SbW.

```
! wB97M-V def2-TZVPD RIJCOSX def2/J DEFGRID3
* xyz 1 1
W 1.49654 -0.03189 -0.31331
C 6.66961 -3.39605 -2.95455
C 6.11810 -4.50356 -2.31830
C 4.92911 -4.40976 -1.60239
C 4.31968 -3.17307 -1.54668
C 3.08747 -2.72937 -0.87866
N 2.32980 -3.50633 -0.23449
C 1.21877 -3.12071 0.59873
C -0.03387 -4.01165 0.38129
C 0.00087 -4.94817 -0.63999
C -1.09403 -5.75068 -0.94323
C -2.26134 -5.62216 -0.21808
C -2.31661 -4.68704 0.80918
C -1.23356 -3.88112 1.13489
C -0.29348 -1.30400 1.13129
N 0.26478 0.71745 2.66435
C -0.82741 0.60027 0.52497
N -0.22954 1.34919 -0.51680
C -0.99932 1.42812 -1.59307
N -0.42905 1.75561 -2.75145
C 0.86826 1.60654 -2.93230
N 1.73076 0.78359 -2.25905
C 3.00506 0.94329 -2.81833
N 4.05551 0.21551 -2.61953
C 3.95162 -0.95735 -1.95638
N 2.96038 -1.31258 -1.15652
C 4.87288 -2.06583 -2.18410
C 6.04957 -2.15365 -2.90508
C 2.94684 1.99208 -3.82782
C 3.91724 2.52899 -4.65492
C 3.49857 3.45988 -5.59638
C 2.15642 3.81659 -5.71763
C 1.18382 3.26257 -4.89753
C 1.60433 2.34759 -3.94861
C -2.49225 1.33410 -1.49020
C -3.16125 2.25239 -2.30500
C -4.52889 2.44138 -2.22600
C -5.26367 1.69473 -1.32139
C -4.62420 0.74435 -0.54180
C -3.25326 0.52538 -0.60013
N 0.83536 -1.74424 0.35978
H 7.59663 -3.50989 -3.49978
H 6.62641 -5.45588 -2.38530
H 4.49548 -5.26836 -1.10884
H 0.91440 -5.06357 -1.20693
H -1.02201 -6.47006 -1.74759
H -3.12519 -6.23400 -0.44018
H -3.23745 -4.60036 1.37469
H 6.46615 -1.28870 -3.40173
H 4.95312 2.23495 -4.56341
H 4.22449 3.91585 -6.25552
H 1.86961 4.53792 -6.47050
H 0.14112 3.53002 -4.99536
H -2.57096 2.84694 -2.98746
H -5.01081 3.17323 -2.85863
H -6.33226 1.83433 -1.23141
H -5.21244 0.13372 0.13311
C 4.03539 1.83527 2.18695
C 3.17002 1.18948 1.16177
O 2.92414 -0.06822 1.18058
O 2.62440 1.80950 0.21671
H 4.97669 2.13270 1.72426
H 4.23110 1.14658 3.00342
H 3.54534 2.73478 2.55535
C -3.85432 4.68000 3.65552
C -4.05671 4.17809 2.23290
N -3.01793 3.23845 1.79964
C -2.01799 3.72901 0.86739
C -1.05835 4.73379 1.48921
C -3.11170 1.98369 2.26627
O -3.99387 1.63574 3.03987
C -2.05058 0.91331 1.95822
C -2.76396 -0.45497 1.73172
C -2.74937 -0.66768 0.24543
C -1.29392 -0.74770 0.07737
N 0.21564 0.13692 1.40147
C -0.92088 1.11134 2.91579
H -4.65641 5.36626 3.92562
H -2.90617 5.20689 3.75950
H -3.87308 3.84624 4.35448
H -4.04828 5.00791 1.52493
H -5.02093 3.67476 2.15165
H -2.54172 4.17821 0.01858
H -1.46466 2.88232 0.48672
H -1.57870 5.62944 1.82753
H -0.31151 5.03625 0.75511
H -0.53905 4.29598 2.34310
H -3.78129 -0.42051 2.12154
H -3.29837 -1.55858 -0.07825
H -1.02088 -1.01528 -0.94955
H -1.05500 1.73256 3.79755
C -3.40250 -3.12484 3.55672
Sb -1.69623 -2.25761 2.53964
C 1.74273 -3.29943 2.03901
C -0.56070 -1.90665 4.32140
H -3.13850 -4.08848 3.98833
H -4.27031 -3.24102 2.91047
H -3.66635 -2.43128 4.35474
H 2.39941 -2.46639 2.29236
H 2.29922 -4.23274 2.10256
H 0.92312 -3.35420 2.75154
H -0.51449 -2.82158 4.91093
H -1.09444 -1.15316 4.90126
H 0.43607 -1.54163 4.09276
*
```

## Properties
F_max ... 2.6 eV Å⁻¹
Energy relative to the best compared isomer or geometry (same formula, charge and spin) ... 134.0 kcal per mole
E_LUMO (spin up / spin down) ... -4.07 / -4.07 eV

---

# 4
ORCA calculation (ωB97M-V with the def2-TZVPD basis set) on a structure of composition C47H43AsN6O2Sc.

```
! wB97M-V def2-TZVPD RIJCOSX def2/J DEFGRID3
* xyz 1 1
Sc 0.52327 -1.10470 1.00536
C -0.54079 1.87217 2.04774
N -0.21832 0.57301 2.65784
C -1.41066 0.17782 3.43745
C 0.90686 0.82405 3.58483
C 0.74258 1.70064 4.65012
C 1.82417 2.07771 5.39970
C 3.09388 1.63675 5.02754
C 3.25937 0.70988 4.02514
C 2.14209 0.25604 3.28743
N 2.16147 -0.65854 2.24629
C 3.33358 -1.31057 1.84127
C 4.29771 -1.88946 2.68064
C 5.37944 -2.57519 2.15539
C 5.49951 -2.69659 0.77364
C 4.55762 -2.14824 -0.07417
C 3.49341 -1.45738 0.46044
N 2.48151 -0.80602 -0.34886
C 2.41073 -1.32235 -1.72616
C 2.85115 0.64772 -0.41840
H -0.73423 2.63822 2.80698
H -1.43145 1.74557 1.42873
H 0.28989 2.23335 1.43046
H -1.83273 1.06851 3.93595
H -1.16165 -0.53690 4.20914
H -2.14154 -0.20541 2.75253
H -0.23103 2.11709 4.86834
H 1.70646 2.75475 6.24587
H 3.98457 1.98318 5.56898
H 4.24603 0.31781 3.80210
H 4.18929 -1.78899 3.73672
H 6.10263 -3.01397 2.79748
H 6.36051 -3.19760 0.35961
H 4.71101 -2.21642 -1.15336
H 3.33622 -1.11252 -2.22505
H 1.58857 -0.83952 -2.24674
H 2.25086 -2.39017 -1.69363
H 3.82209 0.80179 -0.89663
H 2.90962 1.02574 0.60671
H 2.08654 1.19541 -0.97898
O -4.00546 -2.13292 -2.21504
C -2.97862 -2.19060 -3.07180
C -3.20810 -2.29650 -4.45008
C -2.16264 -2.37909 -5.35382
C -0.84671 -2.44037 -4.89803
C -0.59949 -2.39044 -3.53780
C -1.63783 -2.21797 -2.63224
C -1.25926 -2.10611 -1.22936
O -0.01890 -1.97649 -0.86096
N -2.22343 -2.10831 -0.33893
N -1.63002 -2.07721 0.93047
C -2.06200 -2.93916 1.76864
C -1.28276 -3.07031 3.00229
C -1.75850 -3.69319 4.15057
C -0.90347 -3.76886 5.25686
C 0.37803 -3.22569 5.14833
C 0.77352 -2.66825 3.95425
N -0.00814 -2.59429 2.87831
H -3.62444 -2.05324 -1.30346
H -4.22049 -2.27058 -4.80800
H -2.40152 -2.39259 -6.41912
H -0.03178 -2.53824 -5.60904
H 0.41890 -2.49458 -3.13237
H -2.87113 -3.63818 1.52523
H -2.76991 -4.05189 4.18675
H -1.24709 -4.26273 6.14464
H 1.06312 -3.23808 5.97563
H 1.79382 -2.29859 3.80814
C -0.20934 5.98670 -0.55846
C 0.82950 5.22871 -1.08416
C 0.67087 3.85976 -1.27603
C -0.51794 3.22817 -0.95556
C -1.56103 3.99484 -0.42049
C -1.42982 5.36503 -0.25132
As -0.61548 1.20205 -1.13859
C -2.48790 1.14235 -1.53871
C -3.56649 1.06240 -0.66030
C -4.87325 1.11732 -1.14688
C -5.12744 1.20961 -2.51188
C -4.07741 1.29571 -3.40828
C -2.75036 1.25054 -2.92349
C -1.53788 1.26234 -3.76006
C -1.46935 1.35033 -5.15803
C -0.25288 1.29622 -5.83318
C 0.92795 1.18676 -5.13385
C 0.88472 1.15529 -3.74477
C -0.31536 1.16584 -3.06574
H -0.05988 7.01974 -0.37830
H 1.77412 5.69613 -1.32343
H 1.49457 3.30362 -1.72816
H -2.51671 3.55143 -0.17921
H -2.25607 5.92613 0.13286
H -3.41360 0.95014 0.40588
H -5.68347 1.05296 -0.46841
H -6.17067 1.23610 -2.85423
H -4.24495 1.37347 -4.47367
H -2.37481 1.42765 -5.74406
H -0.27238 1.28537 -6.91993
H 1.87851 1.13719 -5.65512
H 1.80832 1.10794 -3.18299
*
```

## Properties
F_max ... 1.3 eV Å⁻¹
Energy relative to the best compared isomer or geometry (same formula, charge and spin) ... 0.0 kcal per mole
E_LUMO ... -3.46 eV

---

Q: Which of these has the highest F_max?
A: C47H42N10O3SbW

---

Q: Which of these has the highest F_max?
A: C47H42N10O3SbW